Arrangement one

The following is a DFT calculation (wB97M-V/def2-TZVPD) of a structure of composition C5H14N2.

Structure (XYZ):
```
21
C5H14N2 wB97M-V/def2-TZVPD
C -0.86132 0.65096 -0.37315
N -0.26805 0.85286 0.99195
C -0.61857 2.16519 1.51121
C 1.20737 0.67012 0.97115
C -0.50549 -0.74466 -0.87594
C -1.31412 -1.75871 -0.22690
N 0.48539 -0.95014 -1.71752
H -0.39575 1.37343 -1.05923
H -1.93463 0.80335 -0.27501
H -0.28267 3.03913 0.90508
H -1.68998 2.27732 1.59432
H -0.07139 2.26844 2.44443
H 1.54685 0.44726 -0.04016
H 1.51204 -0.14555 1.63997
H 1.68950 1.56335 1.37874
H 2.42300 -3.03934 -1.97627
H -1.30460 -2.75404 -0.64844
H -0.29323 -1.51981 0.27680
H -2.28499 -1.48119 0.15729
H 0.10784 -1.27960 -2.60487
H 2.85283 -2.43836 -2.07347
```

***

Arrangement two

The following is a DFT calculation (wB97M-V/def2-TZVPD) of a cluster of 2 separate species, C5H14N2 in total.

Structure (XYZ):
```
21
C5H14N2 wB97M-V/def2-TZVPD
C -3.03884 0.87791 0.18827
C -1.74256 -0.01854 0.26389
C 1.54270 -1.48473 -0.22460
C 2.41641 -0.35018 0.27558
C 1.67168 0.98564 -0.06356
N 1.45410 0.98620 -1.50208
N -1.89634 -1.38026 0.76241
H -3.67588 0.66160 1.12713
H -2.87898 2.02464 0.00175
H -3.78572 0.62518 -0.65643
H -1.02472 0.07217 -0.62284
H 0.55770 -1.64119 0.22723
H 2.07914 -2.42261 -0.13993
H 3.34311 -0.42067 -0.14668
H 2.51476 -0.42462 1.41552
H 0.69725 1.01617 0.55239
H 2.31224 1.75729 0.34783
H 1.38795 -1.11480 -1.29904
H 1.20297 1.96263 -1.83662
H -1.19461 0.37419 1.20821
H -1.94237 -2.08604 0.12155
```

***

Arrangement three

The following is a DFT calculation (wB97M-V/def2-TZVPD) of the molecule C5H14N2.

Values from the calculation:
SMILES	C[C@H](N)CN(C)C

Structure (XYZ):
```
21
C5H14N2 wB97M-V/def2-TZVPD
C 0.27533 -1.06203 1.81324
C 1.10805 -0.42954 0.68987
N 2.35864 0.16878 1.16445
C 0.32983 0.61058 -0.11217
N -0.71757 0.04816 -0.93159
C -0.51207 0.18564 -2.35380
C -2.08529 0.37188 -0.52698
H -0.79244 -0.84377 1.71055
H 0.35742 -2.14551 1.86336
H 0.61286 -0.70106 2.78555
H 1.39593 -1.17426 -0.03913
H 2.20543 0.96031 1.77224
H 2.94907 -0.52755 1.59309
H -0.06196 1.36707 0.58451
H 1.01471 1.23017 -0.69886
H 0.52313 -0.11394 -2.56185
H -0.59608 1.22503 -2.70786
H -1.17606 -0.50412 -2.86792
H -2.14587 0.27987 0.54969
H -2.30344 1.42818 -0.75011
H -2.73961 -0.37388 -0.97627
```

***

Arrangement four

The following is a DFT calculation (wB97M-V/def2-TZVPD) of a cluster of 2 separate species, C5H14N2 in total.

Values from the calculation:
SMILES	C=NCCCCN.[H][H]

Structure (XYZ):
```
21
C5H14N2 wB97M-V/def2-TZVPD
C 1.82915 -0.07264 -0.11273
N 0.96768 -0.92438 -0.53346
C 0.26551 -1.21567 0.74737
C -0.36454 -0.07873 1.61273
C -1.00313 1.06870 0.79541
C -1.56225 0.93862 -0.64923
N -2.65597 -0.01683 -0.77317
H 1.90648 0.98863 -0.44285
H 2.79885 -0.35711 0.33471
H 0.90722 -1.67979 1.53578
H -0.46738 -2.03075 0.71281
H 0.43481 0.40779 2.17452
H -1.10543 -0.49386 2.29020
H -0.35551 1.94905 0.70366
H -1.80104 1.48783 1.43067
H -1.77030 1.96807 -0.93790
H -0.60960 0.65914 -1.11715
H -2.53865 -0.45021 -1.68556
H -2.46662 -0.78696 -0.13877
H 3.94252 -0.53724 -3.28427
H 3.64818 -0.82366 -2.66278
```

***

Of them, arrangement three has the highest stability.

***

Arrangement one

The following is a DFT calculation (wB97M-V/def2-TZVPD) of the molecule C5H14N2.

Values from the calculation:
SMILES	NCCCCCN

Structure (XYZ):
```
21
C5H14N2 wB97M-V/def2-TZVPD
N -0.12230 -2.54673 -0.38170
C 0.11896 -1.50869 -1.45350
C 0.86211 -0.21182 -1.12062
C 0.94301 0.09199 0.44024
C -0.31920 0.20214 1.21807
C -1.16656 1.44627 0.80199
N -0.44770 2.68843 1.16181
H -0.68754 -3.23686 -0.87200
H 0.77770 -2.95447 -0.13979
H -0.92524 -1.19086 -1.56386
H 0.51822 -1.92826 -2.36587
H 0.47570 0.52362 -1.87241
H 1.93339 -0.26745 -1.38066
H 1.68064 -0.66793 0.75311
H 1.51801 1.02027 0.45376
H -1.03576 -0.61928 1.07226
H -0.16224 0.34467 2.28455
H -1.53288 1.27896 -0.20656
H -2.11174 1.43781 1.38336
H -0.84749 3.54547 0.81762
H 0.53092 2.55274 0.97021
```

***

Arrangement two

The following is a DFT calculation (wB97M-V/def2-TZVPD) of the molecule C5H14N2.

Values from the calculation:
SMILES	CC[C@@H](CN)NC

Structure (XYZ):
```
21
C5H14N2 wB97M-V/def2-TZVPD
C 0.16659 -1.71688 1.87781
C 0.72707 -0.52465 1.08612
C -0.34787 0.08537 0.17670
C 0.08482 1.42198 -0.45940
N 0.78460 2.35650 0.39214
N -0.78721 -0.89078 -0.82382
C -0.56978 -0.70466 -2.24703
H 0.95430 -2.25164 2.39262
H -0.56555 -1.36228 2.59938
H -0.29610 -2.44976 1.21036
H 1.61797 -0.82258 0.53007
H 1.00702 0.21692 1.83251
H -1.18628 0.32697 0.82705
H -0.77634 1.95436 -0.87434
H 0.70945 1.21498 -1.32549
H 0.18691 2.91137 0.98074
H 1.54291 1.94414 0.91477
H -1.66685 -1.32521 -0.60140
H -1.01452 0.22332 -2.64729
H 0.48940 -0.67247 -2.47060
H -1.07734 -1.52903 -2.74706
```

***

Arrangement three

The following is a DFT calculation (wB97M-V/def2-TZVPD) of the molecule C5H14N2.

Values from the calculation:
SMILES	CC[C@@H](N)CNC

Structure (XYZ):
```
21
C5H14N2 wB97M-V/def2-TZVPD
C -2.21551 -1.31791 0.86199
C -1.18318 -0.33241 0.31102
C 0.25776 -0.77708 0.53716
N 0.49609 -2.13157 -0.02263
C 1.23818 0.18557 -0.09695
N 0.92777 1.58959 0.08385
C 1.07900 2.43710 -1.07743
H -2.16602 -1.27102 1.95126
H -3.20078 -1.01248 0.52186
H -2.02934 -2.34159 0.55247
H -1.35336 -0.14688 -0.76033
H -1.33787 0.60025 0.84746
H 0.42318 -0.87127 1.60874
H -0.33208 -2.48517 -0.47929
H 1.25693 -2.12738 -0.68902
H 2.25399 -0.01459 0.26710
H 1.22276 -0.02647 -1.16869
H 1.35207 1.99080 0.90543
H 2.07470 2.39477 -1.54030
H 0.33408 2.18362 -1.83240
H 0.90160 3.47414 -0.78131
```

***

Arrangement four

The following is a DFT calculation (wB97M-V/def2-TZVPD) of the molecule C5H14N2.

Structure (XYZ):
```
21
C5H14N2 wB97M-V/def2-TZVPD
C 0.92696 0.47599 0.41993
C 2.24402 -0.03964 -0.15343
N 0.75072 1.83948 0.04393
H 0.96913 2.01363 -0.93108
H -0.04265 2.31223 0.51716
H 0.97813 0.34966 1.50447
H -0.78759 0.46523 1.36010
H 3.05542 0.60099 0.19424
H 2.47290 -1.05482 0.17113
H 2.24131 -0.00818 -1.24698
C -0.21003 -1.99044 0.00095
N -0.40821 -0.55452 -0.26813
C -1.59824 0.06697 0.44511
C -2.21780 1.16954 -0.27947
H -0.50775 -0.34541 -1.26329
H -2.24875 -0.74026 0.80334
H -0.16616 -2.15342 1.07831
H -1.04475 -2.55702 -0.40944
H 0.72786 -2.33507 -0.43213
H -1.82916 1.34962 -1.28308
H -3.30537 1.13544 -0.27161
```

***

Of them, arrangement three has the highest stability.

***

Arrangement one

The following is a DFT calculation (wB97M-V/def2-TZVPD) of a cluster of 3 separate species, C5H14N2 in total.

Structure (XYZ):
```
21
C5H14N2 wB97M-V/def2-TZVPD
C -2.16114 0.55666 -1.16546
C 1.00613 0.30952 0.95226
N -1.42895 -0.28203 -1.84447
H -0.44240 -0.41163 -1.59550
H -1.76188 -0.88410 -2.59650
H -2.56699 0.16892 0.50825
H -3.18714 0.61580 -1.57743
H 1.17585 1.31688 1.31634
H 1.21764 -0.38676 1.76424
H -0.03923 0.20777 0.66484
C 3.35346 0.38071 -0.02010
C -2.86708 -0.35539 1.50726
C 1.90628 0.01743 -0.20615
N 1.41281 -0.49473 -1.25127
H 2.08815 -0.67642 -1.99310
H 3.44711 1.46559 0.04355
H 3.73214 -0.03716 0.91284
H 3.96674 0.02368 -0.84678
H -2.44995 -1.35503 1.51389
H -3.94648 -0.40189 1.58700
H -2.45507 0.22217 2.32628
```

***

Arrangement two

The following is a DFT calculation (wB97M-V/def2-TZVPD) of the molecule C5H14N2.

Values from the calculation:
SMILES	CC(C)CNCN

Structure (XYZ):
```
21
C5H14N2 wB97M-V/def2-TZVPD
C 1.55290 1.62732 1.54469
C 1.30198 0.11180 1.12316
C 2.45282 -0.37397 0.23135
C -0.11288 0.31077 0.39361
N -0.59563 -0.79065 -0.40555
C -2.08242 -0.80844 -0.73370
N -2.35487 -0.13435 -1.99152
H 0.61986 2.19507 1.67857
H 2.16081 2.26951 0.85676
H 2.04759 1.44792 2.53266
H 1.12391 -0.56888 1.92316
H 2.63072 0.33226 -0.55155
H 3.36042 -0.76788 0.79616
H 2.01416 -1.34684 -0.19086
H -0.21383 1.36678 -0.01789
H -0.84376 0.42042 1.27396
H -0.24669 -1.13068 -1.30928
H -2.68419 -1.92435 -0.75982
H -2.51998 -0.26039 0.14976
H -2.09169 -0.65189 -2.82588
H -3.37826 -0.11091 -2.13095
```

***

Arrangement three

The following is a DFT calculation (wB97M-V/def2-TZVPD) of the molecule C5H14N2.

Values from the calculation:
SMILES	CNCC[C@@H](C)N

Structure (XYZ):
```
21
C5H14N2 wB97M-V/def2-TZVPD
C -3.03279 0.18573 -0.97767
N -1.85888 -0.31372 -0.24230
C -0.64770 -0.24728 -1.04635
C 0.53526 -0.84237 -0.22058
C 1.52818 0.19456 0.31671
C 0.96180 1.34728 1.17273
N 2.64567 -0.47359 1.07603
H -3.75143 -0.63949 -1.08901
H -2.79428 0.56323 -1.98086
H -3.62088 0.94459 -0.45992
H -1.73596 0.28105 0.56937
H -0.85589 -0.92782 -1.88287
H -0.24353 0.68719 -1.47701
H 0.09826 -1.34132 0.64448
H 1.11133 -1.47053 -0.91569
H 1.97478 0.62695 -0.57873
H 1.79144 1.86358 1.64579
H 0.42454 2.05878 0.53023
H 0.19466 0.95212 1.84385
H 3.50928 -0.30639 0.58313
H 2.42783 -1.46084 0.96238
```

***

Of them, arrangement three has the highest stability.